No. 1
180
Properties=species:S:1:pos:R:3 method="wB97M-V/def2-TZVPD" total_charge=-1 orbital_gap_ev=7.2 homo_ev=-5.34
Cs 1.5633 0.5527 -1.7892
C -8.9606 -2.7986 0.4183
C -7.6032 -3.4689 0.6971
C -7.8255 -4.9045 1.2082
C -6.8021 -3.5249 -0.5830
C -7.3535 -4.2322 -1.6493
C -6.6959 -4.3687 -2.8460
C -5.4472 -3.7885 -2.9762
C -4.8470 -3.0666 -1.9510
P -3.1528 -2.5107 -2.4651
C -2.1991 -3.5626 -1.2950
C -1.8624 -3.3290 0.0340
C -1.2336 -4.3261 0.7731
C -0.9179 -5.5487 0.1998
C -1.2461 -5.7870 -1.1253
C -1.8850 -4.8019 -1.8596
C -3.1399 -0.7289 -2.0556
C -2.1619 -0.0177 -1.3759
C -2.2927 1.3590 -1.2049
C -3.3663 2.0354 -1.7600
C -4.3170 1.3405 -2.4948
C -4.2039 -0.0310 -2.6375
C -5.5503 -2.9250 -0.7265
O -4.9651 -2.2128 0.3114
C -5.6169 -2.0959 1.5319
C -5.0003 -1.3612 2.5702
C -5.6610 -1.2427 3.7873
C -6.8903 -1.8246 4.0149
C -7.4772 -2.5380 2.9937
C -6.8673 -2.6810 1.7533
P -3.3686 -0.5061 2.4221
C -3.9064 1.2073 2.7757
C -5.1954 1.6643 2.5224
C -5.5262 2.9945 2.7468
C -4.5731 3.8798 3.2244
C -3.2791 3.4358 3.4591
C -2.9434 2.1138 3.2224
C -2.6153 -0.9351 4.0543
C -1.7464 -2.0222 4.0542
C -1.1045 -2.4357 5.2125
C -1.3240 -1.7568 6.4017
C -2.1800 -0.6636 6.4168
C -2.8138 -0.2515 5.2533
H -9.5204 -3.3510 -0.3369
H -8.8111 -1.7798 0.0582
H -9.5681 -2.7557 1.3231
H -8.3682 -5.4993 0.4726
H -8.4009 -4.9059 2.1348
H -6.8664 -5.3880 1.3984
H -8.3257 -4.6927 -1.5260
H -7.1452 -4.9153 -3.6645
H -4.9022 -3.8910 -3.9068
H -2.0973 -2.3778 0.4930
H -0.9832 -4.1588 1.8117
H -0.4143 -6.3090 0.7838
H -0.9986 -6.7334 -1.5893
H -2.1377 -4.9846 -2.8980
H -1.2964 -0.5190 -0.9621
H -1.5608 1.8956 -0.6201
H -3.4507 3.1049 -1.6152
H -5.1504 1.8651 -2.9469
H -4.9486 -0.5719 -3.2118
H -5.1971 -0.6700 4.5795
H -7.3845 -1.7198 4.9718
H -8.4424 -3.0004 3.1587
H -5.9480 0.9809 2.1484
H -6.5325 3.3390 2.5426
H -4.8316 4.9162 3.3977
H -2.5210 4.1250 3.8101
H -1.9226 1.7864 3.3853
H -1.5682 -2.5408 3.1243
H -0.4218 -3.2761 5.1829
H -0.8252 -2.0676 7.3111
H -2.3528 -0.1223 7.3390
H -3.4540 0.6221 5.2826
N 1.4857 -2.7173 -0.1529
C 2.3661 -3.8278 -0.5183
C 3.6219 -3.7953 0.3494
C 4.5298 -2.6089 0.0417
N 5.3275 -2.8767 -1.1565
H 1.1601 -2.8309 0.8010
H 0.6622 -2.7205 -0.7467
H 2.6349 -3.7074 -1.5706
H 1.8820 -4.8087 -0.4224
H 4.1932 -4.7155 0.2037
H 3.3150 -3.7501 1.4007
H 5.2213 -2.4627 0.8755
H 3.9076 -1.7075 -0.0378
H 5.9054 -2.0775 -1.3882
H 4.7183 -3.0144 -1.9558
Cl -0.0321 -2.0520 -3.2872
C 1.5877 -2.5583 -3.7822
C 2.5988 -1.6164 -3.7348
C 3.8103 -2.1025 -4.2013
Cl 5.1780 -0.9883 -4.3239
C 4.0468 -3.4078 -4.6340
Cl 5.6084 -3.9354 -5.1684
C 2.9845 -4.3094 -4.6382
Cl 3.2155 -5.9384 -5.1647
C 1.7319 -3.8696 -4.2251
Cl 0.3883 -4.9673 -4.2648
C 1.7323 0.6979 -5.9853
C 0.5778 1.3778 -5.3208
O 0.4633 1.4512 -4.1110
C -0.4896 1.9673 -6.1881
C -1.7979 1.9705 -5.7123
C -2.8193 2.4819 -6.4960
C -2.5333 3.0135 -7.7470
C -1.2254 3.0315 -8.2139
C -0.2041 2.5004 -7.4406
H 2.1786 -0.0116 -5.2883
H 2.4803 1.4568 -6.2363
H 1.4243 0.2030 -6.9060
H -1.9994 1.5632 -4.7283
H -3.8377 2.4693 -6.1286
H -3.3300 3.4184 -8.3587
H -1.0024 3.4558 -9.1847
H 0.8184 2.5244 -7.7968
C 1.5411 3.2340 5.2144
C 2.9562 2.6480 5.2135
C 2.9376 1.3768 6.0585
C 3.9230 3.6581 5.8187
Sb 3.2974 2.0642 3.0804
C 4.1667 3.9112 2.1686
C 4.4257 3.6272 0.6842
C 3.0564 4.9572 2.2792
C 5.4550 4.4433 2.7877
C 5.0657 0.7156 3.2373
C 5.6694 0.6072 1.8378
C 4.4988 -0.6533 3.6212
C 6.1440 1.1377 4.2279
H 1.2605 3.5341 6.2329
H 0.8088 2.5024 4.8634
H 1.4611 4.1155 4.5746
H 2.5601 1.6114 7.0628
H 3.9294 0.9412 6.1779
H 2.2790 0.6179 5.6263
H 3.6967 3.7934 6.8856
H 3.8264 4.6351 5.3433
H 4.9622 3.3367 5.7378
H 3.5885 3.1128 0.2115
H 5.3137 3.0117 0.5436
H 4.5826 4.5712 0.1494
H 2.1026 4.5715 1.9063
H 3.3128 5.8366 1.6762
H 2.9104 5.2883 3.3102
H 6.2801 3.7434 2.6467
H 5.3654 4.6582 3.8504
H 5.7337 5.3776 2.2816
H 4.9031 0.4218 1.0789
H 6.3809 -0.2284 1.8046
H 6.2102 1.5134 1.5641
H 3.6816 -0.9447 2.9560
H 4.1215 -0.6715 4.6441
H 5.2833 -1.4167 3.5386
H 6.5802 2.1025 3.9695
H 6.9568 0.3980 4.2304
H 5.7645 1.2023 5.2476
N 4.7169 5.0602 -5.1427
C 4.2642 3.7813 -5.2604
O 3.5350 3.4288 -6.1675
C 4.7654 2.8672 -4.1836
C 6.1222 2.7012 -3.9516
C 6.5283 1.9020 -2.8949
C 5.5550 1.3309 -2.0933
N 4.2513 1.4913 -2.3013
C 3.8717 2.2110 -3.3483
H 4.3022 5.7492 -5.7478
H 5.0857 5.3699 -4.2602
H 6.8488 3.1775 -4.5990
H 7.5768 1.7256 -2.6976
H 5.8312 0.7173 -1.2418
H 2.8021 2.3098 -3.5121
O 1.7082 1.8726 0.2810
N 0.6568 2.5049 0.0202
C 0.6780 3.5695 -0.7728
C -0.5688 4.2474 -0.9780
N -1.5384 4.8442 -1.1502
C 1.7868 4.1594 -1.4603
N 2.6458 4.6717 -2.0332



No. 2
22
Properties=species:S:1:pos:R:3 method="wB97M-V/def2-TZVPD" total_charge=0 orbital_gap_ev=8.8 homo_ev=-8.09
O -0.9542 -0.3521 -1.1801
C 0.0788 -0.4667 -0.5936
C 1.3975 -0.6664 -1.2521
C 2.3834 0.3857 -0.7825
N 2.5340 0.4163 0.5667
C 1.2903 0.5669 1.2342
C 0.3263 -0.5946 0.8726
H 1.3886 -0.7399 -2.3361
H 1.7821 -1.5173 -0.7279
H 3.3396 0.2996 -1.2192
H 2.0138 1.3624 -1.1313
H 2.9834 -0.3694 0.9878
H 0.7325 1.5568 0.8987
H 1.4533 0.4557 2.3323
H 0.6545 -1.5678 1.0188
H -0.6486 -0.4672 1.3299
O -3.1007 -0.3830 1.2061
P -3.0210 0.9046 0.1545
O -3.8175 0.3861 -1.1632
H -3.6708 -1.0488 0.7537
H -3.9506 1.7343 0.8868
H -3.1944 0.1045 -1.8562



No. 3
17
Properties=species:S:1:pos:R:3 method="wB97M-V/def2-TZVPD" total_charge=-1 orbital_gap_ev="3.2 / 8.4" multiplicity=2 homo_ev="1.09 / -4.43"
C -1.0432 1.3354 -0.9648
C 0.1664 0.4802 -0.7713
C 0.0283 -0.8539 -0.6979
N -1.1012 -1.5549 -1.1402
C 1.4662 1.1201 -0.3692
H -1.7870 0.9751 -1.6749
H -0.8131 2.3491 -1.3078
H -1.5348 1.5154 -0.0012
H 0.8512 -1.3955 -0.2276
H -0.9534 -2.5538 -1.2005
H -1.9440 -1.3712 -0.6192
H 1.6508 1.2196 0.7119
H 1.5017 2.1379 -0.7784
H 2.3027 0.5846 -0.8068
H 0.5793 -1.3714 2.9152
H 0.5236 -0.0271 2.2902
O 0.3753 -0.4335 3.1641



No. 4
19
Properties=species:S:1:pos:R:3 method="wB97M-V/def2-TZVPD" total_charge=+2 orbital_gap_ev="2.8 / 4.0" multiplicity=2 homo_ev="-18.29 / -18.29"
C -0.4679 0.4976 -1.2106
C 0.7474 -0.4744 -1.4217
C 2.0429 -0.1668 -0.7520
C 1.9147 -0.3718 0.7345
N 1.1196 0.8227 1.2171
N -1.1073 0.3174 0.1244
H -0.1967 1.5415 -1.5057
H -1.2318 0.1824 -2.0137
H 0.9582 -0.5135 -2.4694
H 0.3864 -1.4446 -1.0541
H 2.7500 -0.9615 -1.0463
H 2.5223 0.8216 -1.0158
H 2.9077 -0.3598 1.2130
H -6.6241 -0.3196 2.2015
H 1.4740 -1.3653 1.0052
H -0.1049 0.6541 0.8286
H -6.4488 -0.8242 2.7421
H -1.9225 0.9164 0.2509
H 1.2808 1.0478 2.1718



No. 5
71
Properties=species:S:1:pos:R:3 method="wB97M-V/def2-TZVPD" total_charge=-1 orbital_gap_ev="2.5 / 3.3" multiplicity=5 homo_ev="-0.01 / -2.32"
C -6.5271 1.8961 2.8799
O -5.9874 0.6128 2.4025
C -4.6506 0.5245 2.2422
C -4.1910 -0.6097 1.5563
C -2.8823 -0.7183 1.1237
C -1.9309 0.2848 1.4337
C -0.4289 0.0648 1.1307
C 0.4546 0.6399 2.2562
C 0.6934 -0.0461 3.5161
C 1.2281 0.9278 4.4514
C 1.3787 2.1918 3.7741
C 0.9284 2.0076 2.3961
Fe 2.3766 0.7467 2.9179
C 3.1328 -0.0524 1.3514
C 3.4224 -0.8952 2.4997
C 4.1050 -0.0852 3.5083
C 4.3087 1.2505 2.9458
C 3.7297 1.2740 1.6167
C -2.3838 1.4229 2.1280
C -3.7172 1.5536 2.5267
H -7.5965 1.7216 2.8954
H -6.1679 2.1060 3.8995
H -6.2984 2.7384 2.2096
H -4.9189 -1.3602 1.2724
H -2.5660 -1.6042 0.5482
H -0.2492 -1.0035 1.0788
H 0.3365 -1.0585 3.7125
H 1.4759 0.7284 5.5004
H 1.7727 3.0963 4.2270
H 0.7972 2.7933 1.6394
H 2.5757 -0.3466 0.4774
H 3.2386 -1.9621 2.5772
H 4.4645 -0.4331 4.4966
H 4.8483 2.0649 3.4602
H 3.7566 2.1181 0.9365
H -1.7212 2.2548 2.3847
H -4.0943 2.4812 2.9411
C -2.9921 -1.9495 -3.0007
C -1.9789 -0.8234 -3.0600
C -1.5583 -0.7235 -4.5251
C -2.6612 0.4621 -2.6106
N -0.7974 -1.1564 -2.2297
P 0.3266 0.1249 -2.0077
H -0.1612 0.2215 0.1041
N 1.6252 -0.9794 -1.9261
C 2.9802 -0.5321 -2.3254
C 4.0361 -1.3191 -1.5704
C 3.1328 0.9734 -2.1099
C 3.2356 -0.8878 -3.7939
C 1.2137 -2.2571 -2.2302
C -0.1295 -2.3602 -2.4217
H -3.3222 -2.1543 -1.9783
H -3.8491 -1.6219 -3.5985
H -2.6234 -2.8769 -3.4522
H -0.7391 -0.0164 -4.6859
H -1.2557 -1.7095 -4.9040
H -2.4295 -0.3891 -5.1018
H -2.0429 1.3535 -2.7383
H -3.5590 0.5672 -3.2306
H -2.9706 0.3881 -1.5619
H 4.0895 -2.3582 -1.9156
H 5.0010 -0.8502 -1.7846
H 3.8748 -1.3357 -0.5023
H 2.5099 1.5464 -2.8067
H 2.8852 1.2678 -1.0841
H 4.1887 1.2310 -2.2994
H 2.5049 -0.4485 -4.4858
H 4.2413 -0.5108 -4.0659
H 3.2538 -1.9793 -3.9445
H 1.9394 -3.0081 -2.3470
H -0.6813 -3.2144 -2.7194



No. 6
33
Properties=species:S:1:pos:R:3 method="wB97M-V/def2-TZVPD" total_charge=0 orbital_gap_ev="7.2 / 7.2" homo_ev="-6.71 / -6.75"
C 1.5044 -3.3761 0.3933
C -3.5364 0.1235 0.4252
C -2.4695 0.9189 1.2114
C -3.0109 -1.2607 -0.0043
C -1.1119 1.0173 0.5213
C -1.5278 -1.3057 -0.4296
C 3.7877 0.8173 0.7814
C 2.8258 1.9195 0.4943
C -0.5449 -0.4201 0.3205
C 2.3149 0.5406 0.9601
C 1.7127 -0.1760 -2.1942
O 1.8733 -4.2406 -0.3316
Si 1.2940 -0.4814 -0.4087
H 1.4227 -3.4125 1.5006
H -4.3797 -0.0790 1.1056
H -3.9876 0.5234 -0.4141
H -2.8861 1.8529 1.3072
H -2.2308 0.5137 2.1288
H -3.1934 -2.0040 0.8484
H -3.6430 -1.6784 -0.7801
H -1.2882 1.6485 -0.4623
H -0.3188 1.6063 0.9955
H -1.2174 -2.3274 -0.4548
H -1.6653 -0.9394 -1.5031
H 4.2423 0.5198 -0.1352
H 4.4151 0.8790 1.6732
H 2.6016 2.7887 1.1289
H 2.5479 2.1211 -0.4709
H -0.3207 -0.7291 1.3991
H 1.9374 0.4759 2.0061
H 2.4000 -0.8269 -2.6349
H 0.8389 -0.1166 -2.7801
H 2.4169 0.7195 -2.2076



No. 7
43
Properties=species:S:1:pos:R:3 method="wB97M-V/def2-TZVPD" total_charge=-3 orbital_gap_ev="2.0 / 2.0" multiplicity=6 homo_ev="4.58 / 4.57"
Mn 0.5124 0.3897 0.2024
C 2.2266 -3.8216 -0.2799
C 1.1993 -2.7316 -0.8385
O 0.7154 -1.8707 0.1379
H 1.6525 -4.2803 0.5251
H 3.0832 -3.3084 0.1572
H 2.5706 -4.5719 -0.9918
H 0.5336 -3.4209 -1.3579
H 1.6550 -2.0565 -1.5628
O -2.4911 -1.8340 3.2538
C -1.9781 -0.7188 4.0023
C -1.2115 0.4693 3.2406
O -0.4774 0.0016 2.0845
H -1.3011 -1.1398 4.7456
H -2.7297 -0.3786 4.7145
H -0.4538 0.9397 3.8672
H -1.9995 1.1970 3.0465
B -2.5554 -1.8509 -0.0202
H -2.4714 -2.7246 0.6073
H -1.6935 -1.2207 0.1354
H -2.6523 -2.1879 -1.0406
H -3.3993 -1.2630 0.3061
B 2.3502 1.5280 0.4287
H 1.7296 2.0140 -0.3081
H 3.2139 2.1586 0.5720
H 1.7738 1.5425 1.3408
H 2.5653 0.5081 0.1499
C 1.8589 0.2992 -2.6723
O 0.6007 0.4977 -2.0558
C -0.1110 1.6541 -2.5644
C -1.3812 1.8071 -1.7237
O -0.9897 1.9344 -0.3444
C -0.8819 3.3162 0.1278
H 2.2211 1.2759 -2.9930
H 1.8744 -0.3311 -3.5615
H 2.5190 -0.2057 -1.9671
H -0.2225 1.4893 -3.6360
H 0.5234 2.5403 -2.5800
H -1.8745 0.8433 -1.8502
H -2.0276 2.5884 -2.1234
H -1.8590 3.7941 0.0579
H -0.0906 3.8591 -0.3891
H -0.5269 3.2695 1.1573



No. 8
10
Properties=species:S:1:pos:R:3 method="wB97M-V/def2-TZVPD" total_charge=0 orbital_gap_ev=9.8 homo_ev=-10.09
C 1.4895 -0.1350 -0.1441
O -1.0980 2.2509 0.0125
O -0.4293 -0.6817 1.4998
O -0.4698 -1.7581 -0.6994
S -1.6003 1.0362 -0.6012
S -0.2323 -0.5690 0.0930
Cl -3.0445 0.2243 0.4665
H 1.9161 -1.1395 0.0889
H 1.5506 0.0603 -1.2478
H 1.9178 0.7118 0.5317



No. 9
63
Properties=species:S:1:pos:R:3 method="wB97M-V/def2-TZVPD" total_charge=+1 orbital_gap_ev="5.0 / 5.0" homo_ev="-10.11 / -10.11"
Pd -0.5586 -1.1913 -1.1352
Cl 0.6124 -8.1990 -0.3302
C 0.6785 -6.5510 -0.8260
C -0.3577 -5.6948 -0.4941
C -0.2905 -4.3848 -0.9161
Cl -1.5629 -3.2668 -0.5214
C 0.7765 -3.8463 -1.6688
O 0.8129 -2.6199 -2.0755
C 1.8248 -4.7633 -1.9440
Cl 3.1758 -4.1577 -2.8186
C 1.7706 -6.0823 -1.5463
H -1.1973 -6.0530 0.0865
H 2.5849 -6.7495 -1.7930
O 0.8448 0.8053 -4.4037
N -1.2794 0.6532 -2.7371
C -2.2010 1.3927 -2.2592
C -2.0241 2.3945 -1.2005
C -2.5852 3.6524 -1.4362
C -2.4524 4.6779 -0.5206
C -1.7595 4.4517 0.6601
C -1.2106 3.2067 0.9109
C -1.3232 2.1617 -0.0048
P -0.8812 0.4650 0.5385
C -2.0171 0.2343 1.9417
C -3.2476 0.8882 2.0051
C -4.0650 0.7205 3.1113
C -3.6714 -0.1104 4.1506
C -2.4818 -0.8198 4.0590
C -1.6620 -0.6579 2.9552
C 0.7656 0.4867 1.3436
C 1.0130 1.2190 2.5057
C 2.2526 1.1668 3.1198
C 3.2558 0.3547 2.6107
C 3.0103 -0.4095 1.4803
C 1.7785 -0.3399 0.8476
H 0.8725 -0.1090 -4.7154
H -3.1620 1.3232 -2.7570
H -3.1190 3.8206 -2.3641
H -2.8930 5.6440 -0.7262
H -1.6682 5.2366 1.3988
H -0.7075 3.0408 1.8523
H -3.5698 1.5358 1.2003
H -5.0100 1.2447 3.1615
H -4.2983 -0.2140 5.0262
H -2.1917 -1.4983 4.8500
H -0.7347 -1.2138 2.8806
H 0.2318 1.8126 2.9608
H 2.4329 1.7525 4.0116
H 4.2171 0.3064 3.1047
H 3.7776 -1.0705 1.0974
H 1.6117 -0.9393 -0.0381
N -0.0419 0.5088 -2.2218
C 1.0983 0.8577 -3.0345
C 2.2500 0.0036 -2.5863
C 3.1992 0.4804 -1.7594
C 3.1666 1.8237 -1.3040
C 2.1755 2.6971 -1.7341
C 1.1995 2.2741 -2.5974
H 2.2623 -1.0267 -2.9298
H 4.0023 -0.1726 -1.4426
H 3.9357 2.1815 -0.6324
H 2.1962 3.7283 -1.4073
H 0.4384 2.9376 -2.9894